(1)
{"formula": "C20H45AlBeBrCl2FNNaO6Si2", "method": "ωB97M-V with the def2-TZVPD basis set", "elements": ["C", "C", "C", "C", "C", "C", "Si", "C", "C", "C", "O", "O", "Si", "H", "H", "H", "H", "H", "H", "H", "H", "H", "H", "H", "H", "H", "H", "H", "H", "H", "H", "H", "H", "H", "H", "C", "C", "C", "C", "C", "C", "N", "O", "C", "C", "C", "H", "H", "H", "H", "H", "H", "H", "H", "H", "H", "H", "H", "H", "H", "H", "H", "H", "H", "Be", "O", "H", "H", "Cl", "Al", "Cl", "C", "C", "O", "O", "H", "H", "H", "Br", "F", "Na"], "positions_angstrom": [[-0.69324, -0.15336, 1.28686], [-0.80084, 1.34762, 0.87628], [0.41774, 1.91126, 0.10614], [0.68290, 1.17673, -1.25270], [1.95662, 1.65798, -1.97886], [3.35325, 1.09526, -1.54129], [3.45164, -0.11763, -0.10260], [4.40116, 0.49603, 1.40246], [3.32994, 0.45340, 2.59345], [3.81111, -0.40234, 3.82470], [2.72553, -0.83678, 2.81770], [4.11032, -1.62306, -0.59121], [2.80440, -2.60040, -0.79748], [0.15088, -0.69138, 0.82362], [-0.62034, -0.30935, 2.37852], [-1.61156, -0.66810, 0.93646], [-0.89055, 1.92771, 1.81608], [-1.72718, 1.48426, 0.27711], [0.17211, 2.95456, -0.17877], [1.32180, 1.97434, 0.73808], [0.56460, 0.08131, -1.17092], [-0.17491, 1.49211, -1.88930], [1.97465, 2.76366, -1.90731], [1.82457, 1.45256, -3.05852], [3.82457, 0.62287, -2.42565], [4.00740, 1.95955, -1.30203], [2.11155, -0.46641, 0.45180], [5.27607, -0.20795, 1.73924], [4.66410, 1.56780, 1.35842], [2.74035, 1.36787, 2.80707], [3.09290, -0.39052, 4.67811], [4.53370, -1.20777, 3.64385], [1.63741, -1.81290, -1.22588], [2.49514, -3.17956, 0.54778], [2.98194, -3.65635, -1.80883], [-3.79214, -2.20589, -2.59021], [-3.97839, -0.66703, -2.69476], [-4.39952, -0.28673, -4.12616], [-5.82136, -0.69517, -4.52456], [-6.77618, -0.78091, -3.33278], [-6.34734, 0.04588, -2.11600], [-4.98556, -0.36812, -1.72289], [-4.52558, 0.25639, -0.66231], [-7.32571, -0.32366, -0.98634], [-6.49408, 1.54458, -2.42359], [-2.61511, -0.01436, -2.46650], [-3.46154, -2.48671, -1.59429], [-2.99644, -2.56996, -3.34951], [-4.71648, -2.75907, -2.79599], [-4.30422, 0.79570, -4.24545], [-3.69758, -0.71457, -4.84458], [-6.19888, 0.01914, -5.25917], [-5.80556, -1.66034, -5.03328], [-7.78174, -0.49806, -3.65007], [-6.85532, -1.83008, -3.03478], [-7.21787, -1.37106, -0.70339], [-8.35704, -0.17281, -1.30543], [-7.17079, 0.27523, -0.08784], [-7.52525, 1.77247, -2.69541], [-5.86340, 1.87451, -3.24782], [-6.24387, 2.16416, -1.55969], [-1.90648, -0.35169, -3.22265], [-2.18990, -0.27481, -1.49746], [-2.67894, 1.07422, -2.53486], [4.81331, -1.70262, 5.59270], [6.40923, 2.47371, -1.90034], [6.27250, 1.51964, -1.89213], [7.36714, 2.59842, -1.47632], [5.48518, -2.08616, 2.03368], [1.66015, -2.73737, 2.09997], [8.85058, 2.77064, -0.92337], [6.49267, 0.06754, 9.58452], [5.81685, 0.52263, 8.28684], [6.31864, 1.48595, 7.71242], [4.79106, -0.16320, 7.94727], [7.35415, 0.69050, 9.81533], [5.78566, 0.12895, 10.41366], [6.82600, -0.96681, 9.48449], [-1.34818, -3.38135, -2.88994], [6.85831, -2.14901, -0.03171], [-5.62074, 1.67428, 0.57834]], "forces_ev_per_angstrom": [[-0.6, -0.2, -0.2], [0.6, -0.1, 0.5], [-0.3, -0.1, -0.8], [-0.8, 0.8, 0.2], [-0.1, -0.1, -0.3], [-0.3, 0.3, -0.1], [1.8, 0.3, -0.2], [-1.0, 0.3, 1.9], [2.9, -1.2, 0.6], [-4.1, 0.4, -2.0], [-0.3, 0.5, -0.4], [-1.9, 0.7, -0.1], [1.3, 0.1, -1.5], [-0.3, 0.4, 0.0], [0.0, 0.2, -0.5], [0.5, 0.0, 0.3], [-0.2, -0.1, -0.5], [0.5, 0.0, 0.3], [0.3, -0.4, 0.3], [-0.3, -0.2, -0.1], [0.4, 0.4, 0.0], [0.4, -0.2, 0.2], [0.0, -0.5, 0.0], [0.1, 0.0, 0.5], [-0.1, 0.1, 0.5], [-0.1, -0.6, 0.0], [0.0, 0.0, 0.0], [-1.6, 2.2, -1.2], [0.3, -0.5, -0.3], [0.1, -0.9, -0.1], [1.4, 0.5, 0.5], [0.5, 1.1, 0.5], [-0.4, -0.2, 0.1], [0.2, -0.3, -0.5], [0.2, -0.2, 0.3], [-1.3, -0.3, 0.5], [1.0, -0.1, -1.4], [-0.6, 0.1, -0.2], [0.1, 0.0, -0.2], [0.1, -0.4, -0.3], [-1.5, -1.0, -0.2], [1.4, 2.3, 0.0], [-0.7, -0.8, 0.0], [0.2, -0.1, 0.0], [0.5, 0.0, -0.1], [0.0, 0.2, 0.6], [0.0, 0.2, 0.0], [-0.3, 0.5, 0.2], [0.1, -0.1, -0.1], [0.1, 0.0, 0.2], [0.1, -0.1, 0.3], [0.0, 0.0, 0.0], [0.0, 0.0, 0.0], [0.0, 0.1, 0.2], [0.0, 0.1, 0.2], [0.1, 0.0, 0.0], [0.1, 0.1, -0.1], [-0.2, -0.1, 0.1], [0.0, -0.2, 0.1], [0.0, 0.0, 0.1], [0.0, 0.1, -0.1], [-0.2, -0.1, -0.1], [0.0, 0.0, 0.0], [-0.1, 0.0, 0.1], [0.4, 0.5, 0.8], [-0.7, -0.2, 0.0], [0.2, 0.0, 0.0], [-1.5, -0.1, -0.6], [1.7, -2.9, -0.1], [0.0, 0.8, 1.3], [1.8, 0.2, 0.7], [-0.1, -0.1, 0.3], [1.0, 0.6, 0.2], [-0.4, -0.2, -0.4], [-0.5, -1.3, -1.4], [-0.1, 0.1, -0.1], [0.0, -0.1, 0.0], [-0.1, 0.0, 0.0], [1.0, -0.5, -0.1], [-1.0, 0.2, 1.2], [0.4, -0.1, 0.2]], "spin_multiplicity": 1, "lumo_energy_ev": -5.3, "total_charge": 0}

(2)
{"formula": "C20H45LuN2P3S2", "method": "ωB97M-V with the def2-TZVPD basis set", "elements": ["Lu", "P", "P", "P", "H", "C", "C", "H", "C", "C", "C", "C", "C", "C", "C", "C", "C", "H", "H", "H", "H", "H", "H", "H", "H", "H", "H", "H", "H", "H", "H", "H", "H", "H", "H", "H", "H", "H", "H", "H", "H", "H", "H", "H", "H", "H", "C", "C", "C", "C", "C", "C", "S", "H", "H", "H", "H", "H", "H", "C", "N", "C", "S", "N", "C", "H", "H", "H", "H", "H", "H", "H", "H"], "positions_angstrom": [[-0.05631, -0.73523, 0.58991], [-2.43848, -1.61714, -0.35169], [1.52028, -2.19985, -1.09873], [-0.15739, 0.92314, -1.60797], [1.29696, 0.84205, 2.35198], [0.62001, 1.28631, 1.59669], [-0.76728, 1.19071, 1.76227], [-1.19003, 0.67639, 2.64508], [-3.29109, -2.71323, 0.83767], [-2.62524, -2.59672, -1.88711], [-3.67869, -0.29231, -0.51280], [3.26549, -1.70086, -0.88915], [1.56053, -3.95539, -0.60832], [1.31462, -2.32779, -2.90900], [-0.92426, 2.56063, -1.30144], [-0.96248, 0.52414, -3.20758], [1.51308, 1.43000, -2.15751], [1.09660, 2.07466, 1.00368], [-1.46751, 1.89356, 1.29899], [-3.34156, -2.22787, 1.82142], [-2.74826, -3.66214, 0.96082], [-4.31517, -2.91035, 0.48574], [-2.00967, -3.50553, -1.81713], [-2.28635, -2.02120, -2.75839], [-3.67827, -2.88674, -2.02453], [-3.72075, 0.27299, 0.42549], [-4.66576, -0.72778, -0.71152], [-3.41476, 0.40455, -1.31499], [3.92756, -2.37747, -1.44504], [3.51927, -1.73724, 0.17835], [3.41237, -0.67026, -1.23404], [2.29216, -4.50147, -1.21788], [0.56871, -4.39958, -0.75848], [1.82016, -4.04229, 0.45402], [2.03983, -3.04718, -3.31326], [1.45677, -1.35899, -3.40051], [0.29934, -2.67779, -3.13809], [-0.80732, 3.20210, -2.18609], [-0.45415, 3.05406, -0.44471], [-1.99246, 2.43921, -1.08406], [-0.76167, 1.33261, -3.92645], [-2.04869, 0.43093, -3.07629], [-0.57862, -0.41792, -3.61691], [1.43612, 2.25157, -2.88090], [2.05606, 0.59719, -2.61567], [2.09380, 1.78522, -1.29874], [2.48846, 6.30367, -0.83719], [3.82944, 6.71789, -0.95004], [4.32943, 7.69397, -0.08750], [3.50087, 8.27483, 0.87875], [2.16054, 7.88354, 0.97757], [1.64921, 6.90880, 0.11924], [1.82795, 5.04223, -1.85008], [2.95312, 4.74889, -2.55639], [4.45772, 6.25824, -1.71193], [5.37168, 7.99988, -0.17084], [3.89576, 9.03247, 1.55399], [1.50408, 8.33078, 1.72164], [0.60719, 6.59405, 0.17438], [-1.09777, -5.83960, 2.97045], [-0.89454, -4.55048, 2.29960], [-0.71255, -3.38987, 2.99779], [0.60973, -2.34100, 2.63694], [-1.57660, -3.06037, 3.96466], [-2.88579, -3.67920, 4.19123], [-1.42681, -5.70712, 4.00321], [-0.16951, -6.42546, 2.96376], [-1.85379, -6.40559, 2.41831], [-0.20890, -4.62554, 1.53488], [-1.41071, -2.13773, 4.36827], [-2.90989, -4.14167, 5.18528], [-3.67350, -2.91275, 4.15986], [-3.09231, -4.43454, 3.42702]], "forces_ev_per_angstrom": [[0.3, -0.8, 0.6], [-1.3, -0.5, -0.2], [0.8, -0.6, -0.6], [-0.2, 0.8, -0.8], [-0.4, 0.2, -0.3], [0.9, 0.3, 0.3], [-1.0, 0.5, 0.5], [0.3, 0.2, -0.3], [0.0, -0.1, 0.3], [0.3, 0.0, -0.2], [-0.1, 0.2, 0.0], [0.0, 0.1, 0.1], [-0.1, -0.2, 0.1], [-0.1, 0.0, -0.1], [0.0, 0.1, 0.1], [0.0, -0.1, -0.1], [0.2, 0.1, 0.0], [-0.3, -0.2, 0.2], [0.4, -0.2, 0.1], [-0.1, -0.1, -0.2], [-0.2, 0.3, -0.1], [0.3, 0.0, 0.1], [-0.2, 0.2, 0.0], [-0.2, -0.2, 0.2], [0.3, 0.1, 0.0], [0.0, -0.1, -0.2], [0.2, 0.1, 0.0], [-0.1, -0.1, 0.1], [-0.1, 0.2, 0.1], [0.0, 0.0, -0.2], [0.0, -0.3, 0.0], [-0.2, 0.1, 0.2], [0.2, 0.0, -0.1], [0.1, 0.0, -0.3], [-0.2, 0.2, 0.1], [0.0, -0.2, 0.1], [0.2, 0.0, 0.0], [-0.1, -0.2, 0.2], [-0.1, -0.1, -0.1], [0.2, 0.1, -0.1], [-0.1, -0.3, 0.2], [0.3, 0.0, -0.1], [-0.1, 0.2, 0.1], [0.0, -0.3, 0.0], [-0.1, 0.2, 0.0], [-0.1, -0.1, -0.1], [-0.3, -0.9, -0.8], [1.2, 0.8, 0.4], [0.2, -0.9, -1.1], [0.0, 0.1, 0.1], [-1.1, -0.9, -0.5], [-0.4, 0.8, 1.1], [0.7, 1.0, 0.6], [-0.3, 0.2, 0.2], [0.0, 0.2, 0.2], [-0.3, -0.1, 0.0], [-0.1, -0.2, -0.2], [0.2, -0.1, -0.2], [0.2, 0.2, 0.1], [-0.4, -0.8, 0.0], [1.4, 0.8, 0.0], [-1.1, -0.5, 0.1], [0.0, 0.2, -0.1], [0.6, 0.3, -1.0], [-0.3, -0.1, 0.4], [0.2, 0.0, -0.3], [-0.2, 0.3, 0.1], [0.1, 0.0, 0.2], [-0.5, 0.1, 0.7], [0.0, -0.6, 0.1], [0.0, 0.0, -0.3], [0.3, -0.2, 0.0], [0.0, 0.3, 0.2]], "spin_multiplicity": 1, "lumo_energy_ev": [-11.3, -7.8], "total_charge": 3, "de_lowest_kj_mol": 0.00}